A molecular structure, C37H39N4O6PRuSe2 at a distorted geometry. Source: the OMol25 dataset; level of theory: ωB97M-V/def2-TZVPD.

Each line ends with the Mulliken charge.
Cartesian coordinates (Å):
N 1.101 -1.451 0.734  0.178
C -1.376 -5.902 0.972  -0.718
C 2.761 1.836 -0.024  -0.047
C -5.105 -1.962 0.355  -0.382
H -1.810 4.775 4.644  0.436
C -0.713 -5.694 -1.332  -0.730
H -3.757 -2.896 -2.620  0.395
C -0.817 -6.452 -0.174  -0.472
C -1.731 -3.832 -0.199  0.696
N 1.536 -1.372 2.084  0.273
C -1.966 2.881 1.292  1.291
H -0.458 -7.472 -0.164  0.414
O 5.595 4.547 -3.051  -0.618
Ru -0.124 0.456 0.214  0.938
C 3.953 2.197 0.661  -0.492
C -1.695 3.764 -1.644  -0.471
H 3.539 3.356 -3.011  0.555
C -6.821 -2.512 -1.235  -0.459
C -0.785 6.104 -2.815  -0.862
C -1.201 2.339 2.363  0.191
H 5.824 3.227 0.580  0.539
H 4.060 1.872 1.688  0.549
H -4.809 -1.630 1.343  0.394
O -0.449 1.305 2.193  -0.152
H -3.115 4.582 0.578  0.472
H 0.760 6.077 -1.337  0.488
H -2.551 1.898 -1.792  0.475
H -0.427 7.022 -3.259  0.463
H -1.072 -3.789 -2.248  0.389
H 0.483 -2.253 0.641  -0.305
C 3.779 -2.377 1.606  -1.679
H -0.672 2.592 4.432  0.531
H 0.918 -3.763 2.981  0.366
C -2.346 4.296 -2.751  -0.598
C 2.629 2.258 -1.379  0.733
H 1.523 2.307 -3.218  0.369
C 1.039 4.520 0.643  -1.577
H 3.339 -1.081 3.989  0.424
H 1.933 -0.443 2.196  0.161
C 1.493 1.936 -2.183  -0.620
C -4.512 -2.673 -1.874  -0.481
O 0.101 3.768 -0.128  1.483
C -1.832 -4.594 0.963  -0.345
P -2.381 -2.142 -0.193  0.151
C -1.169 -4.384 -1.348  -0.310
C -1.211 3.031 3.604  -0.780
O 1.857 1.171 0.607  -0.058
C -2.119 2.085 0.130  -2.292
H 4.237 -1.385 1.614  0.328
C 2.520 -2.404 2.478  1.600
H -6.145 -3.127 -3.179  0.413
H -2.252 -4.160 1.863  0.433
Se -1.986 -1.187 1.697  -0.265
H 3.594 -2.796 4.311  0.429
H -7.204 -1.869 0.774  0.418
Se -1.321 -0.970 -1.705  -0.457
C -0.114 5.575 -1.724  -0.811
H 1.922 4.773 0.053  0.348
H -3.017 5.774 2.723  0.470
H 3.575 -2.659 0.570  0.392
O 0.493 1.290 -1.848  -0.518
C -1.834 4.240 3.703  -0.468
C 2.881 -2.071 3.921  -1.854
C -0.546 4.388 -1.138  0.959
H 1.989 -2.081 4.547  0.393
C -1.896 5.460 -3.342  -0.758
H -7.869 -2.614 -1.484  0.400
C -6.449 -2.093 0.033  -0.681
C 1.846 -3.771 2.407  -1.768
C -2.512 4.826 2.601  -0.778
H 1.873 -1.563 0.074  0.065
C 4.922 2.945 0.055  -0.522
H -3.226 3.792 -3.134  0.483
N 5.790 4.183 -1.909  1.032
O 6.772 4.448 -1.248  -0.617
N -2.208 2.556 -1.100  0.495
H -0.274 -6.120 -2.224  0.429
C 3.638 3.027 -1.984  -0.430
H 2.505 -4.536 2.818  0.515
H 4.514 -3.090 1.981  0.461
C -2.564 4.167 1.413  -0.845
C 4.751 3.366 -1.273  -0.635
H -2.554 1.089 0.269  1.192
H 0.569 5.427 1.029  0.539
H -1.452 -6.492 1.876  0.441
H -2.414 5.868 -4.199  0.436
C -5.852 -2.801 -2.190  -0.728
C -4.137 -2.253 -0.598  1.004
H 1.616 -4.065 1.379  0.326
H 1.328 3.872 1.465  0.225

Computed properties:
- E (eV) = -199801.7644
- spin multiplicity = 6
- HOMO-LUMO gap (spin up / spin down) (eV) = 6.91 / 5.88
- <S²> = 8.7983
- energy above the lowest of the compared OMol25 structures with the same formula, charge and spin (eV) = 0.777
- net charge = +1
- E_HOMO (spin up / spin down) (hartree) = -0.38635 / -0.38730



A molecular structure, C30H33Br2Cl48NOSi2 at a distorted geometry. Source: the OMol25 dataset; level of theory: ωB97M-V/def2-TZVPD.

Each line ends with the Mulliken charge.
Cartesian coordinates (Å):
C -4.225 -7.248 -1.285  0.180
C -3.113 0.105 -3.130  0.218
C 1.527 -5.746 -1.179  -0.707
C 5.611 -4.895 -0.970  -0.020
Cl -4.004 -8.873 -0.588  -0.009
H 1.087 4.574 -0.408  0.067
C -4.040 1.737 -0.664  -0.172
Cl -3.757 -6.019 -0.084  0.007
Si -2.460 0.961 -1.535  0.014
H -1.352 -1.877 -4.001  0.236
Cl 7.235 8.769 12.991  -0.095
Cl 8.514 -3.824 -6.034  -0.102
C 5.946 7.542 12.898  0.312
Br 1.499 1.889 -0.509  -0.254
Si -0.720 -1.348 -1.101  0.291
H 1.382 -1.233 -2.511  0.407
H -0.634 -4.337 -3.065  0.191
C -11.025 5.023 -0.168  0.300
Cl 8.084 -8.376 0.628  -0.120
C -1.230 2.416 -1.832  -0.700
C -5.107 -12.832 0.300  0.363
O -1.718 -0.111 -0.359  -0.635
H -2.501 0.181 -4.124  0.375
C -4.420 -2.765 2.292  0.159
Cl 6.303 10.591 -2.289  -0.059
Cl -9.989 6.268 0.573  -0.092
Cl 9.870 -6.500 -0.697  -0.100
C -0.703 -4.261 -1.876  0.077
H -2.240 -3.300 -0.466  -0.494
C 6.342 6.083 3.607  0.256
H 0.452 -2.348 -4.447  0.197
H -0.651 5.049 -0.976  0.314
H 1.141 -6.414 -0.269  0.259
H 4.078 -5.490 -2.920  0.284
Cl -4.618 -2.058 0.668  0.061
H 0.415 0.363 -2.775  0.210
Cl 7.148 7.577 3.065  -0.090
H -0.556 2.315 -2.783  0.437
H 3.025 -5.029 1.579  0.263
C -4.422 -0.641 -3.198  -0.582
H -1.265 -5.256 -1.529  -0.115
Cl -3.204 -7.080 -2.736  -0.099
H 0.285 -1.731 -0.075  -0.339
H -0.862 2.254 0.516  0.333
Cl 7.443 5.165 4.666  -0.110
C 0.766 -4.258 -1.150  -0.052
C 8.690 -6.701 0.623  0.292
Cl 5.914 5.090 2.191  -0.060
C 8.861 -5.038 -4.777  0.288
Cl -10.078 0.817 -1.418  -0.065
H 1.493 -3.546 -1.776  0.023
Br -4.457 4.690 -0.370  -0.209
Cl 4.410 12.644 -3.107  -0.093
Cl 10.392 -4.629 -3.963  -0.095
Cl 4.376 8.302 13.263  -0.107
Cl -10.837 5.071 -1.939  -0.105
H 0.745 -3.958 -0.002  0.159
N 3.001 -5.426 -0.852  0.262
Cl -5.350 -13.637 1.871  -0.089
Cl -12.727 5.337 0.256  -0.093
H 6.653 -4.729 -1.485  0.009
C 2.766 7.872 -0.670  0.276
H -3.746 2.150 0.399  0.510
H 5.864 -4.422 1.519  0.323
H -2.482 -2.895 -2.324  -0.009
C -1.688 -3.016 -1.469  0.600
Cl 9.476 -6.348 2.182  -0.134
Cl 2.186 5.292 9.065  -0.092
Cl 1.184 8.066 0.126  -0.105
Cl 7.328 -5.578 0.377  -0.029
Cl 4.969 5.759 8.358  -0.116
Cl 3.048 9.242 -1.774  -0.045
Cl 4.051 7.830 0.564  -0.030
C 4.201 -5.311 -1.766  -0.148
Cl 7.269 13.110 -3.379  -0.098
Cl 5.936 11.191 -5.113  -0.091
H -0.260 -0.682 -4.968  0.285
H -4.427 -1.730 -3.673  0.212
Cl -9.297 0.151 1.304  -0.108
C -9.194 -0.350 -0.402  0.192
H 1.440 -6.281 -2.216  0.267
H -4.024 3.248 -2.496  0.328
H -0.254 4.635 0.914  0.213
C -6.230 2.896 -1.899  -0.819
Cl 2.852 7.166 6.942  -0.097
Cl -10.549 3.417 0.437  -0.011
Cl 5.903 6.849 11.257  -0.020
C 5.182 -4.735 0.619  -0.660
Cl -3.706 -11.736 0.404  -0.097
Cl 6.270 6.250 14.080  -0.096
Cl 9.000 -6.648 -5.528  -0.093
C 3.571 -5.091 0.538  -0.255
H -6.701 3.993 -1.933  0.395
Cl -4.808 -14.059 -0.957  -0.089
Cl 7.538 -5.051 -3.583  -0.037
Cl 4.862 6.501 4.508  0.002
C -4.639 3.017 -1.521  0.040
H -5.422 -0.161 -2.816  0.043
H -6.879 2.297 -1.122  0.082
Cl -5.771 -3.878 2.624  -0.082
C -0.256 -1.475 -4.076  -0.849
Cl -5.935 -7.022 -1.732  -0.110
C 5.979 11.884 -3.472  0.334
H -1.897 3.392 -1.994  0.247
Cl 2.782 6.350 -1.596  -0.093
Cl -6.564 -11.895 -0.119  -0.093
Cl -4.409 -1.464 3.509  -0.106
H -6.442 2.444 -2.976  0.207
C -0.354 2.741 -0.447  0.142
Cl -2.881 -3.661 2.366  -0.074
H -4.876 0.903 -0.492  -0.254
C -0.073 4.355 -0.232  -0.686
Cl 3.443 7.835 9.711  -0.063
C 3.363 6.513 8.519  0.362
C 0.281 -0.792 -2.646  -0.267
Cl -9.916 -1.968 -0.592  -0.099
Cl -7.485 -0.399 -0.905  0.011

Computed properties:
- E (eV) = -792083.0325
- spin multiplicity = 1
- HOMO-LUMO gap (eV) = 6.85
- net charge = 0
- E_HOMO (hartree) = -0.28154



2 unconnected molecules or ions with the total composition C3H8BrNO at a distorted geometry. Source: the OMol25 dataset; level of theory: ωB97M-V/def2-TZVPD.

Each line ends with the Mulliken charge.
Cartesian coordinates (Å):
C -0.107 -1.484 0.889  -0.771
H 1.848 1.323 -1.962  0.318
C 1.121 0.557 -0.156  0.543
Br -5.081 0.144 0.766  -0.943
H -0.930 -1.730 1.559  0.370
H 0.214 0.481 -2.133  0.368
H -0.053 0.620 1.554  0.361
N -0.093 0.072 0.706  -0.192
C 0.874 1.102 -1.527  -1.019
H 0.863 -1.823 1.252  0.352
H -0.249 -1.921 -0.100  0.316
O 2.236 0.355 0.293  -0.442
H -0.959 0.278 0.229  0.375
H 0.317 2.026 -1.370  0.365

Computed properties:
- E (eV) = -76818.6281
- spin multiplicity = 1
- HOMO-LUMO gap (eV) = 4.64
- energy above the lowest of the compared OMol25 structures with the same formula, charge and spin (eV) = 1.882
- net charge = 0
- E_HOMO (hartree) = -0.23259



2 unconnected molecules or ions with the total composition C13H19BI2N3O2 at a distorted geometry. Source: the OMol25 dataset; level of theory: ωB97M-V/def2-TZVPD.

Each line ends with the Mulliken charge.
Cartesian coordinates (Å):
C -0.934 -1.541 -0.926  -0.310
H -0.217 2.149 0.668  0.219
C -0.999 -2.127 0.541  -0.850
H -2.055 -2.154 0.918  0.417
H -3.904 5.001 -0.866  0.360
B 2.494 -1.697 -0.516  0.663
N 1.744 1.556 1.418  0.006
H -6.299 2.793 1.932  0.358
H 1.644 -3.484 -0.604  0.316
H 5.715 -4.217 -1.702  0.341
H 5.385 -1.882 -2.027  0.324
H -0.322 -1.602 1.266  0.203
I -2.818 -1.763 -2.021  0.186
C -5.256 3.986 0.471  -0.108
C 0.617 1.411 0.664  -0.139
I 0.101 0.555 -3.066  0.212
H 3.608 0.300 1.607  0.387
H 5.066 -1.854 -0.260  0.215
H 4.708 -4.251 -0.180  0.241
H 3.885 -4.235 -1.815  0.210
C -4.015 4.270 -0.076  -0.730
N -2.974 2.676 1.392  -0.396
C 4.677 -2.264 -1.234  -0.170
H -0.648 -3.201 0.524  0.244
H -1.274 0.609 -0.735  0.687
C -0.408 -0.057 -1.027  -1.372
C 4.764 -3.844 -1.225  -0.913
H -6.143 4.495 0.114  0.386
O 3.367 -1.748 -1.604  -0.544
C -5.347 3.041 1.482  -0.489
O 2.073 -2.923 0.070  -0.489
C 1.929 -0.351 0.170  0.328
C 2.606 0.467 1.153  -0.661
H 1.956 2.325 2.054  0.267
H -1.920 3.775 0.019  0.321
N 0.688 0.278 -0.100  0.546
C -4.183 2.420 1.905  -0.200
C -2.914 3.590 0.416  0.166
H -4.203 1.677 2.695  0.366
H -0.194 -2.179 -1.497  0.402

Computed properties:
- E (eV) = -39227.0239
- spin multiplicity = 1
- HOMO-LUMO gap (eV) = 8.75
- net charge = +1
- E_HOMO (hartree) = -0.44684



A molecular structure, C22H35BiBrN5SSi2. Source: the OMol25 dataset; level of theory: ωB97M-V/def2-TZVPD.

Each line ends with the Mulliken charge.
Cartesian coordinates (Å):
C -2.870 1.724 2.214  0.236
Bi -0.234 -0.190 1.140  1.025
H -4.376 0.911 3.326  0.236
C 5.992 -0.388 1.379  -1.356
H -3.338 0.882 -0.294  0.029
H -2.736 0.334 -4.390  0.417
S -3.397 3.367 2.230  -0.168
H 2.021 0.732 -1.116  0.296
H 2.627 -3.058 -0.773  0.424
N -1.588 -1.957 0.787  0.047
H 0.135 -3.183 -3.421  0.327
H -0.125 6.436 0.098  0.396
Br 0.718 -0.638 4.494  -0.192
H -1.996 -2.952 -2.375  0.364
C -2.775 -3.956 -0.629  -0.699
C 2.383 -0.530 3.568  0.117
H -2.401 5.517 0.242  0.329
H 3.200 -0.314 -1.924  0.493
H 1.782 -2.696 -3.777  0.437
C 0.804 -2.323 -3.461  -1.067
H 0.452 -1.650 -4.241  0.346
H -1.212 -0.531 -4.469  0.338
C -0.246 5.387 0.357  -1.153
C -1.475 -1.949 -0.561  -0.886
C 4.740 -0.425 2.203  0.414
C -1.636 5.184 0.951  -0.325
H 0.529 5.122 1.075  0.318
H -3.931 -0.392 -1.349  0.358
C -2.097 -0.372 -3.854  -1.139
C -1.933 3.775 1.325  0.077
H 5.678 -0.305 4.134  0.422
H 6.012 0.503 0.750  0.344
H 3.523 -0.411 5.378  0.436
N -1.738 1.582 1.546  0.272
N 2.340 -0.569 2.248  -0.024
C -0.692 1.928 -2.391  -0.984
Si -1.709 0.365 -2.171  0.225
C 3.499 -0.519 1.583  -0.253
H -3.137 -0.190 2.873  0.076
H -3.374 -4.723 1.305  0.506
H -1.326 2.755 -2.723  0.468
C 3.550 -0.433 4.298  -0.539
H 1.635 -2.336 0.491  0.133
H 2.002 0.544 -2.868  0.386
C 4.743 -0.378 3.593  -0.464
H -3.256 -4.753 -1.179  0.514
C -2.851 -3.944 0.769  -0.808
H 6.039 -1.257 0.721  0.341
H 0.065 1.780 -3.163  0.380
H 6.881 -0.385 2.005  0.381
C -3.389 0.557 -1.330  -0.782
H -0.105 4.792 -0.543  0.188
H -4.000 1.280 -1.875  0.473
Si 1.000 -1.470 -1.804  0.264
H -1.755 5.805 1.842  0.383
C 2.157 0.012 -1.928  -1.176
H -2.251 -2.866 2.535  0.522
C 1.614 -2.728 -0.533  -0.845
H 0.986 -3.622 -0.530  0.339
N -3.547 0.724 2.789  -0.322
H -2.647 -1.312 -3.790  0.328
C -0.658 -0.818 -1.048  1.717
H -0.193 2.238 -1.478  0.099
H 3.423 -0.565 0.502  0.322
C -2.085 -2.965 -1.298  -0.715
N -1.212 2.748 1.076  -0.139
C -2.239 -2.927 1.454  -0.505

Computed properties:
- E (eV) = -133293.5823
- spin multiplicity = 1
- HOMO-LUMO gap (eV) = 7.92
- energy above the lowest of the compared OMol25 structures with the same formula, charge and spin (eV) = 0.315
- net charge = +2
- E_HOMO (hartree) = -0.53038



3 unconnected molecules or ions with the total composition C5H17N2O3 at a distorted geometry. Source: the OMol25 dataset; level of theory: ωB97M-V/def2-TZVPD.

Each line ends with the Mulliken charge.
Cartesian coordinates (Å):
H 0.072 1.240 -3.451  0.344
O -0.899 -0.952 3.375  -0.742
H -3.341 0.355 -0.298  0.328
H -0.031 0.909 1.190  0.215
C -0.111 0.440 -1.388  0.784
H 0.413 2.348 -0.892  0.275
H 0.228 -3.237 0.509  0.243
N -1.566 0.825 -1.150  -0.402
H -0.981 -1.402 2.534  0.280
C -0.015 0.281 -2.959  -1.600
H -1.958 1.685 -1.500  0.226
H 0.997 -2.051 1.334  0.413
H 0.834 -0.352 -3.357  0.300
C 2.006 0.137 1.272  -0.378
H 2.855 0.755 1.791  0.112
H -1.017 0.010 -3.226  0.471
O 1.322 -0.712 2.030  -0.972
H 1.903 1.280 -1.005  0.464
O 1.060 -3.018 0.938  -0.722
H -1.710 -0.550 0.335  0.110
C 0.886 1.385 -0.684  -0.843
C -2.272 0.384 0.068  -0.745
H 0.091 -0.794 3.182  0.483
H -2.067 1.056 0.958  0.253
H -0.201 -0.576 -0.975  0.057
N 0.980 1.128 0.788  -0.254
H 2.522 -0.575 0.579  0.298

Computed properties:
- E (eV) = -14582.1926
- spin multiplicity = 1
- HOMO-LUMO gap (eV) = 7.30
- energy above the lowest of the compared OMol25 structures with the same formula, charge and spin (eV) = 1.999
- net charge = -1
- E_HOMO (hartree) = -0.14031



What did the fourth record say?
2 unconnected molecules or ions with the total composition C13H19BI2N3O2 at a distorted geometry. Source: the OMol25 dataset; level of theory: ωB97M-V/def2-TZVPD.

Each line ends with the Mulliken charge.
Cartesian coordinates (Å):
C -0.934 -1.541 -0.926  -0.310
H -0.217 2.149 0.668  0.219
C -0.999 -2.127 0.541  -0.850
H -2.055 -2.154 0.918  0.417
H -3.904 5.001 -0.866  0.360
B 2.494 -1.697 -0.516  0.663
N 1.744 1.556 1.418  0.006
H -6.299 2.793 1.932  0.358
H 1.644 -3.484 -0.604  0.316
H 5.715 -4.217 -1.702  0.341
H 5.385 -1.882 -2.027  0.324
H -0.322 -1.602 1.266  0.203
I -2.818 -1.763 -2.021  0.186
C -5.256 3.986 0.471  -0.108
C 0.617 1.411 0.664  -0.139
I 0.101 0.555 -3.066  0.212
H 3.608 0.300 1.607  0.387
H 5.066 -1.854 -0.260  0.215
H 4.708 -4.251 -0.180  0.241
H 3.885 -4.235 -1.815  0.210
C -4.015 4.270 -0.076  -0.730
N -2.974 2.676 1.392  -0.396
C 4.677 -2.264 -1.234  -0.170
H -0.648 -3.201 0.524  0.244
H -1.274 0.609 -0.735  0.687
C -0.408 -0.057 -1.027  -1.372
C 4.764 -3.844 -1.225  -0.913
H -6.143 4.495 0.114  0.386
O 3.367 -1.748 -1.604  -0.544
C -5.347 3.041 1.482  -0.489
O 2.073 -2.923 0.070  -0.489
C 1.929 -0.351 0.170  0.328
C 2.606 0.467 1.153  -0.661
H 1.956 2.325 2.054  0.267
H -1.920 3.775 0.019  0.321
N 0.688 0.278 -0.100  0.546
C -4.183 2.420 1.905  -0.200
C -2.914 3.590 0.416  0.166
H -4.203 1.677 2.695  0.366
H -0.194 -2.179 -1.497  0.402

Computed properties:
- E (eV) = -39227.0239
- spin multiplicity = 1
- HOMO-LUMO gap (eV) = 8.75
- net charge = +1
- E_HOMO (hartree) = -0.44684